(1)
This record from the Open Molecules 2025 dataset describes one molecule with the formula C11H19N3O2. The level of theory is ωB97M-V/def2-TZVPD.

Positions of all 35 atoms, in Å:
O: 4.80288 -1.63238 -0.74687
O: 1.61596 1.29518 1.16358
N: 0.66177 -1.06453 0.60057
N: -1.92262 0.03347 0.01760
N: 4.88035 0.53060 0.00457
C: 2.87514 -0.48725 0.19127
C: 1.79144 -1.42592 0.13965
C: 2.72198 0.77390 0.68187
C: 4.26677 -0.66627 -0.25400
C: -1.52414 -1.28649 -0.42048
C: -2.00722 1.02367 -1.03995
C: -0.48488 -1.90839 0.53331
C: 4.02009 1.52096 0.59338
C: -3.02589 0.04651 0.95492
C: -0.62334 1.54520 -1.42006
C: -4.41282 -0.24081 0.36413
H: -2.37388 -1.98134 -0.49326
H: -2.51018 0.62777 -1.93812
H: 0.02242 0.73663 -1.75257
H: 1.98645 -2.41186 -0.29410
H: -0.91157 -1.96646 1.53874
H: -3.03882 1.03168 1.43096
H: 3.92302 2.41444 -0.03481
H: -1.06992 -1.21303 -1.41072
H: -4.68058 0.51078 -0.37449
H: -0.24252 -2.92510 0.18534
H: 4.36651 1.83757 1.58431
H: -0.15970 2.02247 -0.56186
H: -5.15785 -0.22819 1.15531
H: -0.70998 2.27125 -2.22501
H: -4.43916 -1.21747 -0.11390
H: 0.91769 0.56826 1.07585
H: -2.80730 -0.69155 1.73050
H: 5.85122 0.69539 -0.19718
H: -2.60129 1.86131 -0.66848

Calculated values
Electronic energy: -20280.536 eV
Lowest unoccupied orbital energy: 0.7 eV
Highest occupied orbital energy: -8.3 eV
M: 225.29 g/mol
Energy above the lowest of the compared OMol25 structures with the same formula, charge and spin: 0.0 kcal per mole

natural (NBO) atomic charge list, values in e, 6 entries: -0.619, -0.657, -0.481, -0.470, -0.617, -0.358

---

(2)
This record from the Open Molecules 2025 dataset describes C11H19N3OS as an isolated structure. The level of theory is ωB97M-V/def2-TZVPD.

Positions of all 35 atoms, in Å:
S: -2.89462 -4.26904 3.71460
O: 0.99301 -4.25577 0.96829
N: -0.37884 -2.46544 0.69422
N: -1.89650 -5.54493 3.78568
N: -2.06532 -3.43961 2.59986
C: -0.01468 -3.63614 1.24946
C: 0.67905 2.95943 -0.90395
C: 1.13476 -0.53555 0.39346
C: 1.25734 3.66182 -2.13371
C: -0.82675 1.08913 -0.03525
C: 0.20894 4.40105 -2.95725
C: 0.16647 0.49981 0.96985
C: -0.19499 1.75804 -1.25767
C: 0.44869 -1.74753 -0.24381
C: -0.90294 -5.35843 2.95229
C: -0.99265 -4.13205 2.25349
H: -1.43685 1.82879 0.48966
H: 1.20730 -2.45300 -0.59155
H: 2.00979 4.38079 -1.80059
H: -0.40083 0.04464 1.78575
H: -0.16414 -1.43807 -1.09456
H: -0.51306 3.71114 -3.38635
H: -0.32545 5.11755 -2.33685
H: 0.09142 3.67560 -0.32449
H: -1.21897 -2.02594 1.03899
H: 1.50967 2.62761 -0.27829
H: -1.50288 0.30367 -0.38085
H: 1.76204 2.92605 -2.76430
H: 0.39953 1.03155 -1.81477
H: -1.00554 2.08563 -1.91138
H: 1.78066 -0.89105 1.19920
H: 0.68385 4.94173 -3.77288
H: -0.12453 -6.08956 2.84469
H: 0.75478 1.30810 1.40766
H: 1.77224 -0.07003 -0.35864

Calculated values
Electronic energy: -29069.076 eV
Lowest unoccupied orbital energy: 0.0 eV
Highest occupied orbital energy: -9.8 eV
M: 241.36 g/mol
Energy above the lowest of the compared OMol25 structures with the same formula, charge and spin: 1.4 kcal per mole

natural (NBO) atomic charge list, values in e, 6 entries: 0.890, -0.609, -0.599, -0.594, -0.615, 0.635

---

(3)
This record from the Open Molecules 2025 dataset describes one molecule with the formula C11H19NOS in a non-equilibrium geometry. The level of theory is ωB97M-V/def2-TZVPD.

Positions of all 33 atoms, in Å:
S: 2.28831 -0.54348 -3.77500
O: 1.82934 -1.70767 -1.29927
N: 3.14161 0.20890 -1.56799
C: -4.18328 1.88591 0.66313
C: 3.31743 0.89547 -3.73152
C: -0.18358 -0.04092 0.67620
C: 3.51904 1.16729 -2.43538
C: 2.39780 -0.70718 -2.05730
C: -1.58268 -0.71831 0.83603
C: 2.28725 -1.96444 -0.03459
C: -3.18285 0.93781 1.29222
C: 0.70377 -0.70040 1.64897
C: 2.12329 -0.93952 1.19253
C: -2.70688 0.09908 0.17497
H: -5.08684 1.41732 0.26086
H: 2.60765 0.00608 0.92310
H: 4.03875 2.01380 -2.09311
H: -1.78244 -0.76049 1.88383
H: -0.35917 0.92851 1.04990
H: -4.50289 2.55620 1.42977
H: 3.45044 1.60810 -4.59759
H: -2.25268 0.77136 -0.54386
H: -2.33960 1.41260 1.79220
H: -1.64351 -1.73568 0.45946
H: 3.33492 -2.13990 -0.10912
H: -3.75309 0.29815 2.04731
H: -3.76073 2.42389 -0.10582
H: 0.74269 -0.14151 2.59288
H: -3.45409 -0.52017 -0.29140
H: 0.18137 -0.06464 -0.36011
H: 1.80904 -2.88158 0.22809
H: 0.34006 -1.69828 1.80786
H: 2.66153 -1.36632 2.04274

Calculated values
Electronic energy: -26086.231 eV
Lowest unoccupied orbital energy: 0.8 eV
Highest occupied orbital energy: -9.0 eV
M: 213.35 g/mol
Energy above the lowest of the compared OMol25 structures with the same formula, charge and spin: 31.4 kcal per mole

natural (NBO) atomic charge list, values in e, 6 entries: 0.363, -0.493, -0.519, -0.602, -0.439, -0.410

---

(4)
This record from the Open Molecules 2025 dataset describes C11H19NV as an isolated structure in a non-equilibrium geometry. The level of theory is ωB97M-V/def2-TZVPD.

Positions of all 32 atoms, in Å:
V: 0.43959 -0.84723 0.33606
N: 1.92547 -0.60582 1.03774
C: -1.55218 -1.21265 1.69834
C: -0.39572 1.04797 0.55047
C: 0.38977 -1.52598 -1.78110
C: -0.86288 -2.88203 0.26103
C: 1.61791 -0.89773 -1.55750
C: 0.01005 3.53229 0.29787
C: 0.11014 -2.79684 1.31696
C: -0.29213 2.09145 -1.73149
C: -1.87419 -1.91427 0.50079
C: -0.33580 -1.75793 2.22503
C: 0.23964 2.13468 -0.29921
H: 1.80070 0.13079 -1.87236
H: 0.49518 4.29405 -0.31774
H: -2.17421 -0.45714 2.17758
H: 0.36390 -2.61764 -1.86633
H: 0.41643 3.58828 1.31022
H: -0.44634 -1.01341 -2.26741
H: -1.49003 1.04108 0.44028
H: 1.32553 1.94471 -0.32113
H: 2.83078 -0.50039 1.50080
H: -0.87294 -3.63253 -0.51966
H: -0.09841 1.12788 1.61125
H: 0.12572 -1.51031 3.18250
H: -1.06267 3.75152 0.35202
H: -2.77742 -1.78189 -0.09271
H: -0.10014 1.12713 -2.21505
H: -1.37753 2.25536 -1.73427
H: 0.95248 -3.47012 1.47304
H: 2.49746 -1.51751 -1.35588
H: 0.17183 2.87423 -2.34016

Calculated values
Electronic energy: -38886.326 eV
Lowest unoccupied orbital energy (alpha / beta): 5.6 / 5.8 eV
Highest occupied orbital energy (alpha / beta): 3.6 / -1.4 eV
M: 216.22 g/mol
Energy above the lowest of the compared OMol25 structures with the same formula, charge and spin: 0.0 kcal per mole
Multiplicity: 4
Total charge: -2

natural (NBO) atomic charge list, values in e, 6 entries: -0.018, -0.801, -0.272, -0.750, -0.627, -0.271

---

(5)
This record from the Open Molecules 2025 dataset describes C11H19O2Rh as an isolated structure in a non-equilibrium geometry. The level of theory is ωB97M-V/def2-TZVPD.

Positions of all 33 atoms, in Å:
Rh: -0.12674 0.18360 -1.20220
O: 1.93786 -0.09778 0.78150
O: -1.53771 -0.24924 1.16017
C: -1.24347 2.04825 -0.86745
C: 0.62754 0.48963 1.15800
C: -0.07718 -0.38536 -3.00721
C: 2.26988 0.04675 2.09947
C: -0.25572 -0.87870 1.15001
C: -2.16168 0.98679 -0.87275
C: 1.09130 0.43479 -2.73603
C: -1.95571 -0.49364 2.47483
C: 1.25807 -1.46280 -1.44704
C: 1.88560 -0.24329 -1.78588
C: 0.06346 -1.57731 -2.20076
H: 3.02904 -0.65722 2.13308
H: 2.83330 0.13703 -1.39054
H: -1.34319 0.08149 3.16002
H: 0.49776 1.41028 0.43731
H: -2.64309 0.64010 -1.78738
H: -1.86433 -1.57233 2.60062
H: -0.26489 -1.55737 0.20552
H: 1.60208 -2.19077 -0.71055
H: -1.06114 2.62003 0.04962
H: -3.00205 -0.15320 2.32151
H: -0.87636 -0.15979 -3.69740
H: 1.31207 1.39720 -3.21149
H: -0.64605 -2.42137 -2.19465
H: 0.27447 1.20753 2.04740
H: 0.08054 -1.71090 1.91409
H: -1.01706 2.56034 -1.80423
H: 1.50455 -0.28043 2.92562
H: -2.70862 0.74956 0.03988
H: 2.51749 1.09813 2.25691

Calculated values
Electronic energy: -18787.147 eV
Lowest unoccupied orbital energy (alpha / beta): -7.0 / -12.0 eV
Highest occupied orbital energy (alpha / beta): -15.5 / -17.4 eV
M: 286.18 g/mol
Energy above the lowest of the compared OMol25 structures with the same formula, charge and spin: 59.0 kcal per mole
Multiplicity: 5
Total charge: +2

Mulliken atomic charge list, values in e, 6 entries: 0.215, -0.149, -0.111, -0.524, -0.328, -0.978

---

(6)
This record from the Open Molecules 2025 dataset describes C11H20AsBCoN4O2 as an isolated structure in a non-equilibrium geometry. The level of theory is ωB97M-V/def2-TZVPD.

Positions of all 40 atoms, in Å:
As: -2.24329 -0.33263 0.95707
Co: 0.22616 -0.43765 -0.71998
O: -1.73983 -0.31822 -0.65010
O: -0.16926 -2.50051 0.23247
N: 2.12482 -0.63013 -0.61151
N: 0.25265 1.58252 -0.74568
N: 1.33129 2.35231 -0.51879
N: 3.03432 0.36174 -0.54934
C: -0.80379 2.40539 -0.81115
C: -0.14749 -2.23458 -0.98628
C: 2.80604 -1.78371 -0.62109
C: 4.26211 -0.16320 -0.52547
C: -3.51379 1.07827 1.24979
C: -0.88665 -3.17467 -1.90449
C: 0.96438 3.63128 -0.42927
C: -0.40525 3.71993 -0.61477
C: -0.84393 -0.07146 2.24439
C: 4.17157 -1.54044 -0.56654
C: -3.10978 -1.99282 1.36181
B: 2.83001 1.91132 -0.50418
H: -0.14940 -0.90482 2.17050
H: -1.28666 -0.01820 3.23976
H: 2.27383 -2.71550 -0.65326
H: 3.31365 2.33306 0.51824
H: -0.85573 -4.19033 -1.51221
H: -3.65823 -1.91254 2.29911
H: -2.34089 -2.76043 1.42460
H: -3.79475 -2.22859 0.54822
H: 4.97246 -2.25599 -0.55698
H: -1.77164 1.98571 -1.01757
H: -0.32966 0.86220 2.01696
H: -0.53361 -3.14409 -2.93373
H: 5.11616 0.48965 -0.47024
H: -2.98214 2.02772 1.28459
H: -4.04293 0.91094 2.18637
H: -4.21945 1.09120 0.42012
H: -1.01202 4.60707 -0.62430
H: -1.91733 -2.81191 -1.89277
H: 3.37080 2.38072 -1.47400
H: 1.70724 4.39138 -0.26031

Calculated values
Electronic energy: -120928.424 eV
Lowest unoccupied orbital energy (alpha / beta): 0.4 / 0.4 eV
Highest occupied orbital energy (alpha / beta): -7.5 / -7.9 eV
M: 384.97 g/mol
Energy above the lowest of the compared OMol25 structures with the same formula, charge and spin: 8.0 kcal per mole
Multiplicity: 2

natural (NBO) atomic charge list, values in e, 6 entries: 1.983, 0.923, -1.136, -0.720, -0.341, -0.397